[1]
Below is C41H42GeP2RuSi as an isolated structure, with properties calculated with wB97M-V/def2-TZVPD.

Positions of all 88 atoms, in Å:
Ru -0.46372 -0.31231 -0.50133
C -0.85680 0.28012 3.47928
Si -0.97667 -0.41411 1.77986
C 0.42210 -1.66016 1.47401
C 0.32764 -2.95728 2.01319
C 1.38596 -3.83930 1.97040
C 2.57713 -3.48154 1.33923
C 2.69179 -2.24226 0.74726
C 1.63962 -1.32121 0.83054
P 1.68134 0.21142 -0.11027
C 1.91242 1.61823 0.99118
C 2.37691 1.43979 2.29265
C 2.62244 2.54506 3.09462
C 2.41482 3.82531 2.59836
C 1.96996 4.00776 1.29360
C 1.72344 2.90785 0.48958
C 3.06973 0.19930 -1.24104
C 4.09456 1.14187 -1.13545
C 5.17382 1.08226 -2.00371
C 5.23859 0.09008 -2.97238
C 4.22396 -0.85368 -3.07485
C 3.14284 -0.79910 -2.21353
C -2.68399 -0.97134 1.24762
C -3.04141 -2.31912 1.31680
C -4.22655 -2.79397 0.77336
C -5.08484 -1.92006 0.13047
C -4.76193 -0.56953 0.06028
C -3.57480 -0.07355 0.59858
P -3.44602 1.75970 0.38497
C -2.03444 1.99816 -0.74020
C -1.43233 3.24797 -0.88556
C -0.56827 3.50717 -1.94394
C -0.25959 2.53743 -2.89345
C -0.87376 1.30493 -2.80108
C -1.73133 1.01248 -1.71992
C -2.87826 2.43601 1.97897
C -3.83561 2.40002 2.99598
C -3.55777 2.93420 4.24453
C -2.33315 3.55025 4.48020
C -1.38451 3.60472 3.47091
C -1.64690 3.03997 2.22983
H 0.00316 0.91561 3.66829
H -0.75722 -0.62229 4.09826
H -1.77160 0.78449 3.76881
H -0.56894 -3.26541 2.53664
H 1.29735 -4.80682 2.44653
H 3.40791 -4.17392 1.31749
H 3.60261 -1.96502 0.23155
H 2.56117 0.44441 2.67798
H 2.99239 2.40648 4.10158
H 2.61905 4.68545 3.22228
H 1.83108 5.00689 0.90219
H 1.41084 3.04702 -0.53786
H 4.06580 1.91164 -0.37591
H 5.96917 1.80964 -1.91730
H 6.08265 0.04930 -3.64741
H 4.27666 -1.63131 -3.82506
H 2.36094 -1.53940 -2.29141
H -2.38913 -3.03470 1.80185
H -4.47465 -3.84361 0.85552
H -6.00764 -2.27814 -0.30505
H -5.44815 0.11693 -0.42055
H -1.68318 4.05118 -0.20564
H -0.14393 4.49927 -2.04077
H 0.40208 2.76595 -3.71738
H -0.73381 0.55922 -3.56914
H -2.45058 0.20270 -1.85433
H -4.80851 1.95823 2.80932
H -4.30475 2.89176 5.02545
H -2.12501 3.99098 5.44563
H -0.42790 4.08273 3.64911
H -0.86740 3.05544 1.47816
C 1.45500 -3.96349 -2.38151
Ge -0.04045 -2.85810 -2.98414
C 0.51430 -1.51520 -4.30440
C -1.40012 -3.98272 -3.81336
C -0.87859 -2.09461 -1.33518
H 2.11950 -4.18571 -3.21691
H 1.07198 -4.91008 -1.99892
H 2.03838 -3.49496 -1.59036
H 1.20724 -1.98977 -5.00062
H 1.00518 -0.63947 -3.88566
H -0.35314 -1.20528 -4.88939
H -0.96747 -4.44075 -4.70336
H -2.26237 -3.39092 -4.12014
H -1.74082 -4.77684 -3.15071
H -0.76456 -2.86417 -0.56790
H -1.96098 -1.91615 -1.45581

Computed properties:
Molecular weight   798.5 g/mol
Charge   +2
ΔE to the lowest compared entry with this formula, charge and spin   2.483 eV
Total energy   -128737.05439 eV
Orbital gap   6.50 eV
E_HOMO   -13.39 eV

Results of the Löwdin charge analysis, in e, for atoms 1 through 2:
1 Ru 0.818
2 C -0.130

=====

[2]
Below is one molecule with the formula C7H10, with properties calculated with wB97M-V/def2-TZVPD.

Positions of all 17 atoms, in Å:
C -0.93784 0.12611 1.48609
C -1.39491 0.49462 0.10297
C -0.24522 1.23825 0.77481
C 0.72447 0.77386 -0.33396
C 1.55418 -0.53499 -0.33834
C 0.29791 -1.35496 -0.72467
C -0.43759 -0.01586 -0.98942
H -1.61473 0.44044 2.27707
H -0.41541 -0.80085 1.70732
H -2.41240 0.83571 -0.06826
H -0.26190 2.25428 1.15927
H 1.20553 1.62928 -0.81442
H 2.17089 -0.84328 0.50932
H 2.19263 -0.46947 -1.22512
H 0.41640 -2.02219 -1.58247
H -0.14460 -1.93443 0.09025
H -0.69744 0.18349 -2.03044

Computed properties:
Molecular weight   94.2 g/mol
Charge   0
ΔE to the lowest compared entry with this formula, charge and spin   2.693 eV
Total energy   -7418.34146 eV
Orbital gap   10.27 eV
E_HOMO   -9.04 eV
SMILES   C1C[C@H]2[C@@H]1[C@H]1C[C@@H]21

Results of the Löwdin charge analysis, in e, for atoms 1 through 2:
1 C -0.091
2 C -0.168

=====

[3]
Below is a 3-piece molecular cluster, C4H15N2O overall at a distorted geometry, with properties calculated with wB97M-V/def2-TZVPD.

Positions of all 22 atoms, in Å:
C -1.62467 1.10701 -1.07059
C -2.03651 0.72646 0.35030
C -0.74833 0.33888 1.25814
C 0.12653 -0.55015 0.57404
N 3.13228 -2.06621 0.13954
N -2.61994 1.85763 1.02468
H -1.00378 0.30753 -1.51834
H -2.45878 1.25900 -1.74918
H -0.97872 1.97761 -0.96557
H -2.68021 -0.14670 0.39164
H -0.23828 1.29914 1.43408
H -1.14140 -0.01751 2.20946
H 0.27745 -1.53007 1.02661
H 1.00342 -0.08355 0.13261
H 3.80485 -2.35383 0.83677
H 2.83046 -2.91245 -0.33440
H 2.30117 -1.66034 0.53697
H -2.20898 2.74113 0.77191
H -3.62316 1.83862 1.06673
H 3.21805 -1.06831 -1.67112
H 1.93563 -0.39307 -2.01842
O 2.73293 -0.67081 -2.42584

Computed properties:
Molecular weight   107.2 g/mol
Charge   +1
ΔE to the lowest compared entry with this formula, charge and spin   4.984 eV
Total energy   -9408.67850 eV
Orbital gap   6.07 eV
E_HOMO   -13.93 eV

Results of the Löwdin charge analysis, in e, for atoms 1 through 2:
1 C -0.031
2 C -0.366

=====

[4]
Below is one molecule with the formula C5H4N2O2 at a distorted geometry, with properties calculated with wB97M-V/def2-TZVPD.

Positions of all 13 atoms, in Å:
C -0.90501 -0.04091 -0.59447
C 0.08865 -0.62306 1.33509
C 1.07964 0.03384 0.52046
C 2.21554 0.92782 0.63672
C 0.52662 0.29408 -0.83339
H -3.58284 -1.17689 -1.53886
H 0.06736 -0.84158 2.41535
H 2.49423 1.35967 -0.36559
H 2.69885 0.91193 1.77333
N -1.87990 -0.17537 -1.48696
N -1.08510 -0.47023 0.77053
O -2.90300 -0.66617 -0.78525
O 1.18496 0.46688 -1.84695

Computed properties:
Molecular weight   124.1 g/mol
Charge   0
ΔE to the lowest compared entry with this formula, charge and spin   5.717 eV
Total energy   -12319.36097 eV
Orbital gap   8.56 eV
E_HOMO   -9.34 eV
SMILES   C=C1C=N/C(=N\O)C1=O

Results of the Löwdin charge analysis, in e, for atoms 1 through 2:
1 C -0.232
2 C -0.066

=====

[5]
Below is C19H27BEuNO2P as an isolated structure at a distorted geometry, with properties calculated with wB97M-V/def2-TZVPD.

Positions of all 52 atoms, in Å:
C 0.70821 2.92065 -3.05375
C -0.53794 2.41129 -2.69991
C -0.67556 1.42813 -1.68801
C 0.45460 0.81623 -1.15631
C 1.69612 1.32953 -1.51944
C 1.83874 2.40322 -2.42148
C -2.00676 1.06133 -1.16606
C -2.19226 -0.45531 -1.00594
N -2.37323 -1.22277 -2.21705
Eu 0.12200 -0.12463 1.24246
C 2.91777 0.72792 -0.86661
P 2.33103 -0.98257 -0.41584
H -1.45500 2.78036 -3.16231
H 2.85563 2.78845 -2.58133
H 0.80824 3.73285 -3.78717
H 3.23719 1.26721 0.04633
H 3.83201 0.65961 -1.48117
H -2.19605 1.62884 0.15943
H -2.82832 1.52062 -1.75035
H -1.33212 -0.90681 -0.43896
C 3.81684 -1.65638 0.36674
C 2.47146 -1.71354 -2.06459
H -3.08339 -0.63180 -0.38170
C -1.33823 -1.28775 -3.22729
C -3.00435 -2.50536 -2.01516
H 0.59155 -2.37363 2.82466
H -1.76254 -1.91755 -4.02775
H -1.06986 -0.30183 -3.62645
H -0.40317 -1.77986 -2.88285
H -3.19648 -2.94328 -3.00267
H -2.37335 -3.22137 -1.45534
H -3.93909 -2.37902 -1.45785
H 3.53130 -1.61531 -2.33619
H 2.20228 -2.77596 -2.02006
H 1.84884 -1.17296 -2.78807
H 4.64286 -1.46316 -0.33223
H 4.01359 -1.17339 1.33733
H 3.67432 -2.74118 0.49427
H 0.03658 -2.65353 2.36202
O -2.36772 0.52152 2.26179
B -1.96459 1.58266 1.39877
O -0.83421 2.18182 2.05873
C -0.92168 1.83670 3.43051
C 0.08913 2.01887 4.37206
C 0.12888 1.11573 5.45389
C -0.80159 0.07851 5.55988
C -1.81444 -0.09427 4.60988
C -1.86393 0.80347 3.55140
H 0.84441 2.78706 4.22383
H 0.89552 1.24271 6.22548
H -0.74781 -0.60706 6.41833
H -2.50545 -0.94500 4.63206

Computed properties:
Molecular weight   495.2 g/mol
Charge   0
Multiplicity   8
ΔE to the lowest compared entry with this formula, charge and spin   1.281 eV
Total energy   -55011.58407 eV
Orbital gap (alpha / beta)   4.37 / 4.77 eV
E_HOMO (alpha / beta)   -4.38 / -4.69 eV

Results of the Löwdin charge analysis, in e, for atoms 1 through 2:
1 C -0.095
2 C -0.057

=====

[6]
Below is C15H22N9O3S2V as an isolated structure at a distorted geometry, with properties calculated with wB97M-V/def2-TZVPD.

Positions of all 52 atoms, in Å:
V -0.24650 -0.05535 -0.64845
C 1.70468 2.30334 2.81356
N 0.23649 2.33462 2.70062
C -0.53674 3.09967 3.69524
C -0.35322 1.66920 1.73614
N 0.32682 0.96407 0.82300
N -1.72987 1.71707 1.67621
C -2.55165 0.98309 0.87237
N -3.84601 1.05708 1.10915
N -2.05083 0.23859 -0.11040
H 1.99786 2.90178 3.66823
H 2.16678 2.73130 1.92327
H 2.05303 1.28321 2.98330
H 0.15762 3.60633 4.35542
H -1.15298 2.43368 4.30171
H -1.13930 3.86966 3.20969
H 1.32053 0.90885 1.02268
H -2.17965 2.29728 2.36930
H -4.23418 1.58994 1.87404
H -4.50947 0.55396 0.53791
H -2.75897 -0.34994 -0.54546
C 0.76157 2.13295 -5.70588
N 0.40335 1.97257 -4.29543
C -0.10473 3.04832 -3.45846
C -0.36241 2.33136 -2.15521
O -0.83098 2.77232 -1.14114
N 0.03113 0.97952 -2.31399
C 0.44588 0.83992 -3.62448
N 0.82346 -0.31166 -4.14648
H 0.76872 3.19387 -5.93790
H 0.03249 1.63963 -6.34935
H 1.76148 1.73994 -5.88922
H -1.02764 3.47740 -3.85376
H 0.62608 3.84878 -3.32615
H 0.90676 -1.13940 -3.57862
H 1.10378 -0.37474 -5.11363
O -2.30482 -2.66464 1.24040
S -0.96024 -2.36465 1.59536
O -0.68427 -1.45510 2.66347
N -0.18562 -1.71889 0.20932
C 0.97501 -2.33886 -0.07894
S 1.87637 -1.38960 -1.15709
C 1.17458 -3.55336 0.66161
C 2.19882 -4.48647 0.54371
C 2.15940 -5.60590 1.36427
C 1.12973 -5.77895 2.28287
C 0.09999 -4.83947 2.42394
C 0.14527 -3.74445 1.60252
H 2.99227 -4.35121 -0.18000
H 2.93529 -6.35493 1.28723
H 1.12195 -6.65990 2.91125
H -0.68710 -4.98181 3.15225

Computed properties:
Molecular weight   491.5 g/mol
Charge   +3
Multiplicity   2
ΔE to the lowest compared entry with this formula, charge and spin   0.283 eV
Total energy   -82800.95905 eV
Orbital gap (alpha / beta)   6.73 / 7.41 eV
E_HOMO (alpha / beta)   -17.96 / -18.02 eV

Results of the Löwdin charge analysis, in e, for atoms 1 through 2:
1 V 0.964
2 C 0.030